# 1
14
Properties=species:S:1:pos:R:3 method="wB97M-V/def2-TZVPD" lumo_ev=0.92 smiles="C=C=C.CC=O" orbital_gap_ev=10.69 homo_ev=-9.77 e_tot_ev=-7359.2265
C 2.12 -0.87 -0.78
C 1.76 0.35 -0.58
C 1.30 1.54 -0.43
H 3.15 -1.13 -0.84
H 1.44 -1.69 -0.66
H 1.16 2.16 -1.26
H 1.12 1.99 0.57
C -1.86 -0.56 1.16
C -1.58 -0.14 -0.23
O -2.09 0.76 -0.83
H -2.63 0.21 1.49
H -1.02 -0.46 1.90
H -2.19 -1.49 1.14
H -0.67 -0.66 -0.68

=====

# 2
16
Properties=species:S:1:pos:R:3 method="wB97M-V/def2-TZVPD" lumo_ev=0.02 orbital_gap_ev=10.06 homo_ev=-10.04 e_tot_ev=-9877.9043
O 1.83 -1.50 -0.69
C 1.83 -0.33 -0.35
N 1.45 0.14 0.91
C 0.34 -0.21 1.42
C -0.69 -1.13 0.78
O -0.28 -2.47 0.92
H 2.20 0.47 -1.00
H 0.14 0.15 2.43
H -1.65 -1.03 1.30
H -0.83 -0.84 -0.27
H 0.53 -2.54 0.38
C -1.00 1.88 -1.15
H -1.00 2.83 -1.69
H -1.99 1.71 -0.70
H -0.79 1.08 -1.87
H -0.24 1.90 -0.38